{
  "formula": "C5H6ClN",
  "method": "wB97M-V/def2-TZVPD",
  "homo_energy_ev": -7.56,
  "gap_ev": 8.421,
  "e_above_lowest_kj_mol": 119.4,
  "molar_mass_g_mol": 115.56,
  "elements": ["C", "C", "C", "C", "N", "C", "Cl", "H", "H", "H", "H", "H", "H"],
  "xyz": [[0.6661, 1.3814, 0.7522], [0.3112, 0.0477, 0.2400], [-0.8849, -0.3518, -0.3906], [-0.7124, -1.6401, -0.9553], [0.5778, -2.0618, -0.7557], [1.3206, -1.0591, -0.2527], [3.0320, -0.9969, 0.0340], [-0.0440, 2.1556, 0.6510], [0.9773, 1.4439, 1.8574], [1.5717, 1.7725, 0.3515], [-1.7688, 0.3175, -0.3209], [-1.2962, -2.2520, -1.5247], [0.8985, -3.0153, -0.9620]]
}

---

{
  "formula": "C41H35BrN10O5SSr",
  "method": "wB97M-V/def2-TZVPD",
  "homo_energy_ev": -6.93,
  "gap_ev": 6.038,
  "e_above_lowest_kj_mol": 42.3,
  "molar_mass_g_mol": 947.39,
  "elements": ["Sr", "C", "C", "N", "C", "C", "N", "C", "C", "N", "H", "H", "H", "H", "H", "H", "H", "H", "H", "H", "H", "H", "H", "H", "H", "S", "N", "C", "C", "C", "C", "C", "N", "C", "C", "N", "C", "C", "C", "C", "C", "N", "H", "H", "H", "H", "H", "H", "Br", "C", "C", "C", "C", "C", "C", "N", "N", "C", "C", "C", "C", "O", "C", "N", "C", "C", "C", "C", "H", "H", "H", "H", "H", "H", "H", "H", "H", "O", "C", "O", "C", "C", "C", "C", "O", "C", "O", "C", "C", "H", "H", "H", "H", "H"],
  "xyz": [[0.5365, 0.6993, 0.6339], [2.9187, 3.3825, -1.1839], [2.3595, 4.0823, 0.0509], [2.3534, 3.2275, 1.2316], [3.6620, 2.8180, 1.7411], [3.7575, 1.3018, 1.9304], [3.2764, 0.5845, 0.7609], [4.1080, 0.6572, -0.4369], [3.2880, 1.0018, -1.6869], [2.3292, 2.0685, -1.4080], [3.9985, 3.2643, -1.0693], [2.7850, 4.0444, -2.0468], [1.3211, 4.3685, -0.1366], [2.9357, 5.0095, 0.2006], [1.8055, 3.6765, 1.9499], [3.8915, 3.3043, 2.6955], [4.4383, 3.1495, 1.0469], [3.1214, 0.9972, 2.7661], [4.7906, 1.0420, 2.2066], [3.0825, -0.3757, 1.0166], [4.6337, -0.2853, -0.6172], [4.8842, 1.4117, -0.2826], [2.7150, 0.1270, -1.9874], [3.9828, 1.2598, -2.5003], [1.6349, 2.1061, -2.1419], [-6.1085, 4.6609, 2.5671], [-4.8391, 4.2063, 3.4555], [-3.8948, 3.8379, 2.6052], [-2.5699, 3.3594, 2.9674], [-2.1484, 3.2222, 4.2869], [-0.8727, 2.7709, 4.5360], [-0.0607, 2.4674, 3.4467], [-0.4483, 2.5970, 2.1880], [-1.6894, 3.0213, 1.9359], [-2.0936, 3.1310, 0.5077], [-1.1983, 2.7663, -0.4280], [-1.5533, 2.8669, -1.6970], [-2.7938, 3.3372, -2.1259], [-3.7145, 3.7050, -1.1745], [-3.3667, 3.5996, 0.1718], [-4.2792, 3.9573, 1.2482], [-5.5107, 4.4137, 1.0873], [-2.8316, 3.4708, 5.0884], [-0.5021, 2.6463, 5.5435], [0.9491, 2.0994, 3.6026], [-0.8182, 2.5438, -2.4262], [-3.0174, 3.3857, -3.1818], [-4.6985, 4.0669, -1.4422], [2.0469, -7.5776, -5.9314], [0.8500, -6.1196, -6.0809], [0.9734, -5.2422, -7.1437], [0.0868, -4.1794, -7.2518], [-0.8831, -3.9834, -6.2827], [-1.0136, -4.8817, -5.2315], [-0.1466, -5.9551, -5.1286], [-1.8593, -2.9353, -6.4844], [-2.0507, -2.0675, -5.6215], [-1.2550, -1.8875, -4.4531], [0.0836, -2.1814, -4.2956], [0.7936, -1.8293, -3.1468], [0.1883, -1.1401, -2.0931], [0.7953, -0.7659, -1.0331], [-1.2269, -0.8350, -2.2344], [-1.8153, -0.2075, -1.1765], [-3.0935, 0.0566, -1.2500], [-3.8854, -0.2423, -2.3762], [-3.3053, -0.8551, -3.4479], [-1.9281, -1.1884, -3.4015], [1.7442, -5.3908, -7.8871], [0.1544, -3.4902, -8.0835], [-1.7878, -4.7328, -4.4900], [-0.2414, -6.6592, -4.3140], [0.6284, -2.6750, -5.0895], [1.8424, -2.0815, -3.0576], [-3.5405, 0.5402, -0.3850], [-4.9380, 0.0085, -2.3764], [-3.8748, -1.1017, -4.3327], [-0.7009, -0.2245, 2.6059], [0.2968, -0.9448, 2.8675], [1.3475, -0.9575, 2.1623], [0.2463, -1.8097, 4.0892], [-0.4368, -1.3521, 5.2056], [-0.4821, -2.0956, 6.3906], [0.1633, -3.3053, 6.3761], [0.2776, -4.2139, 7.3948], [0.8958, -5.3635, 6.8153], [1.3886, -4.9950, 5.5296], [0.8326, -3.7699, 5.2570], [0.9112, -3.0439, 4.0997], [-0.9613, -0.4085, 5.1398], [-1.0059, -1.7469, 7.2692], [0.1525, -6.1594, 6.7038], [1.7279, -5.6752, 7.4453], [1.4556, -3.3898, 3.2331]]
}

---

{
  "formula": "C50H46Cl2KN5O3P2",
  "method": "wB97M-V/def2-TZVPD",
  "homo_energy_ev": -6.88,
  "gap_ev": 7.020,
  "e_above_lowest_kj_mol": 65.9,
  "molar_mass_g_mol": 936.90,
  "elements": ["K", "Cl", "C", "C", "C", "Cl", "C", "O", "C", "C", "O", "C", "H", "H", "H", "C", "N", "C", "C", "N", "N", "C", "N", "N", "H", "H", "H", "H", "H", "H", "H", "H", "H", "H", "H", "C", "C", "C", "C", "C", "C", "C", "C", "P", "C", "C", "C", "C", "C", "C", "C", "C", "C", "C", "C", "C", "C", "O", "C", "C", "C", "C", "C", "C", "P", "C", "C", "C", "C", "C", "C", "C", "C", "C", "C", "C", "C", "H", "H", "H", "H", "H", "H", "H", "H", "H", "H", "H", "H", "H", "H", "H", "H", "H", "H", "H", "H", "H", "H", "H", "H", "H", "H", "H", "H", "H", "H", "H", "H"],
  "xyz": [[-0.0488, -0.0413, 0.2762], [-2.0955, 4.9164, 5.7914], [-1.4892, 3.6247, 4.7619], [-0.7339, 2.5846, 5.3371], [-0.2400, 1.5689, 4.5728], [0.7080, 0.3067, 5.3226], [-0.4451, 1.4884, 3.1423], [-0.0125, 0.5279, 2.4537], [-1.2076, 2.5872, 2.6052], [-1.4579, 2.7682, 1.1826], [-0.9887, 2.1225, 0.2555], [-1.7237, 3.6143, 3.4220], [-0.5400, 2.5901, 6.4031], [-2.1516, 3.6004, 0.9553], [-2.2888, 4.4193, 2.9619], [-5.0360, 0.3392, 1.5254], [-4.5755, -1.0323, 1.4068], [-5.6249, -1.9734, 1.0194], [-3.3247, -1.1895, 0.8127], [-2.6365, -0.3033, 0.2195], [-2.8266, -2.4983, 0.9943], [-1.7337, -3.0873, 0.3341], [-1.4213, -4.3247, 0.8672], [-1.1115, -2.5108, -0.6196], [-5.9079, 0.3588, 2.1760], [-5.3201, 0.7775, 0.5588], [-4.2642, 0.9611, 1.9769], [-6.5082, -1.7649, 1.6200], [-5.3374, -3.0042, 1.2068], [-5.8956, -1.8821, -0.0385], [-3.1535, 0.5608, 0.0969], [-3.1581, -2.9538, 1.8267], [-2.1216, -4.8281, 1.3838], [-0.7949, -4.8915, 0.3181], [-0.3971, -3.1378, -0.9868], [8.3858, 1.1680, -1.4688], [6.9633, 0.8883, -1.9594], [6.9864, 0.7306, -3.4900], [6.4242, -0.3974, -1.3358], [7.2198, -1.5044, -1.0654], [6.6860, -2.6757, -0.5382], [5.3320, -2.7427, -0.2512], [4.4914, -1.6607, -0.4973], [2.6951, -1.6764, -0.0747], [2.7317, -2.1189, 1.7184], [3.8061, -1.7822, 2.5409], [3.7551, -2.0125, 3.9116], [2.6280, -2.5842, 4.4831], [1.5426, -2.9075, 3.6797], [1.5927, -2.6662, 2.3140], [2.2206, -3.2929, -0.8543], [1.8640, -3.2561, -2.2043], [1.4725, -4.4084, -2.8761], [1.4160, -5.6234, -2.2029], [1.7691, -5.6774, -0.8592], [2.1727, -4.5222, -0.1950], [5.0668, -0.5286, -1.0659], [4.2165, 0.4985, -1.3901], [4.6904, 1.7936, -1.3364], [3.7501, 2.7724, -1.0312], [4.2215, 4.0818, -0.9697], [5.5513, 4.3862, -1.2286], [6.4436, 3.3687, -1.5368], [6.0320, 2.0393, -1.5848], [1.9993, 2.2773, -0.6504], [1.0829, 2.8271, -2.1521], [1.3386, 4.0066, -2.8496], [0.5822, 4.3673, -3.9568], [-0.4461, 3.5401, -4.3920], [-0.7001, 2.3469, -3.7295], [0.0642, 1.9894, -2.6254], [1.6494, 3.5705, 0.6262], [0.9655, 4.7631, 0.3973], [0.7523, 5.6725, 1.4291], [1.2282, 5.4048, 2.7074], [1.9044, 4.2167, 2.9492], [2.1037, 3.3030, 1.9187], [9.0624, 0.3556, -1.7374], [8.4183, 1.3018, -0.3858], [8.7884, 2.0655, -1.9390], [7.6347, -0.1025, -3.7757], [7.3606, 1.6441, -3.9599], [5.9854, 0.5347, -3.8811], [8.2821, -1.4637, -1.2737], [7.3280, -3.5261, -0.3456], [4.9188, -3.6474, 0.1837], [4.6971, -1.3402, 2.1140], [4.6004, -1.7405, 4.5315], [2.5872, -2.7618, 5.5510], [0.6460, -3.3269, 4.1199], [0.7228, -2.9144, 1.7119], [1.8726, -2.3089, -2.7356], [1.1978, -4.3536, -3.9224], [1.1013, -6.5212, -2.7207], [1.7428, -6.6212, -0.3267], [2.4357, -4.5780, 0.8549], [3.5431, 4.8768, -0.6804], [5.8954, 5.4119, -1.1781], [7.4785, 3.6191, -1.7352], [2.1442, 4.6575, -2.5290], [0.7973, 5.2913, -4.4792], [-1.0406, 3.8189, -5.2539], [-1.4862, 1.6871, -4.0754], [-0.1439, 1.0445, -2.1312], [0.5672, 4.9757, -0.5877], [0.2080, 6.5887, 1.2330], [1.0479, 6.1036, 3.5155], [2.2501, 3.9826, 3.9488], [2.5958, 2.3599, 2.1404]]
}

---

{
  "formula": "C6H11P",
  "method": "wB97M-V/def2-TZVPD",
  "homo_energy_ev": -9.24,
  "gap_ev": 9.816,
  "e_above_lowest_kj_mol": 243.5,
  "molar_mass_g_mol": 114.13,
  "elements": ["C", "C", "C", "C", "C", "H", "H", "H", "H", "H", "H", "H", "H", "H", "H", "C", "P", "H"],
  "xyz": [[-1.3965, -1.0132, -1.9408], [-0.7284, -0.9023, -0.8345], [0.5994, -0.3744, -0.5240], [0.8589, -0.5552, 1.0131], [2.0181, 0.3414, 1.5874], [-1.1307, -0.5868, -2.8256], [-2.3015, -1.5329, -1.9855], [-1.1552, -1.4622, -0.0446], [0.6819, 0.6679, -0.8537], [1.3040, -0.9663, -1.1590], [1.1266, -1.6060, 1.0245], [-0.0447, -0.2799, 1.5036], [2.9351, 0.2299, 0.9906], [1.9606, 1.4705, 1.7351], [2.2522, -0.1333, 2.6288], [-2.3549, 2.4317, 0.0377], [-2.9083, 0.9847, -0.0270], [-1.7164, 3.2862, -0.3260]]
}

---

{
  "formula": "H23O11",
  "method": "wB97M-V/def2-TZVPD",
  "total_charge": 1,
  "homo_energy_ev": -13.53,
  "gap_ev": 9.843,
  "e_above_lowest_kj_mol": 557.0,
  "molar_mass_g_mol": 199.17,
  "elements": ["O", "H", "H", "H", "O", "H", "H", "O", "H", "H", "O", "H", "H", "O", "H", "H", "O", "H", "H", "O", "H", "H", "O", "H", "H", "O", "H", "H", "O", "H", "H", "O", "H", "H"],
  "xyz": [[-36.3077, -41.4692, -13.7228], [-36.9018, -40.9200, -14.1501], [-35.4075, -40.9786, -13.7683], [-36.4889, -41.4778, -12.8082], [-33.9973, -40.0964, -13.9460], [-33.2824, -39.6390, -13.3153], [-34.6471, -39.4219, -14.2602], [-38.5951, -39.6603, -13.6686], [-39.0905, -39.3308, -12.9867], [-38.2732, -38.9800, -14.1387], [-38.8623, -41.4619, -16.0494], [-39.2522, -41.6565, -15.2230], [-39.2433, -42.2889, -16.5085], [-35.6341, -41.3047, -17.2013], [-35.9195, -41.5743, -18.1440], [-36.0971, -40.4357, -16.7982], [-36.3048, -39.0196, -15.4772], [-36.8077, -38.4037, -15.9277], [-35.4360, -38.6156, -15.5561], [-37.3860, -42.5392, -11.3871], [-36.7597, -43.2679, -11.6082], [-38.1288, -43.2214, -11.2970], [-39.0421, -40.4942, -10.8413], [-38.3190, -40.8623, -11.1045], [-38.9541, -40.4457, -9.9915], [-34.4482, -43.0214, -15.3036], [-34.5163, -43.8944, -15.8605], [-34.7467, -42.4404, -15.9139], [-35.4249, -40.4758, -11.1937], [-35.4582, -39.4792, -11.1996], [-34.4291, -40.6093, -11.3851], [-32.4886, -43.0455, -13.2562], [-33.1572, -42.8031, -13.9621], [-32.6866, -42.3859, -12.6592]]
}

---

{
  "formula": "C16H20F8N6O3S4Ta",
  "method": "wB97M-V/def2-TZVPD",
  "total_charge": 3,
  "homo_energy_ev": -17.04,
  "gap_ev": 6.181,
  "e_above_lowest_kj_mol": 21.8,
  "molar_mass_g_mol": 805.58,
  "elements": ["Ta", "C", "C", "N", "C", "C", "S", "C", "C", "N", "H", "H", "H", "H", "H", "H", "H", "H", "H", "H", "H", "H", "H", "H", "F", "C", "C", "F", "C", "F", "C", "S", "C", "F", "C", "F", "C", "C", "N", "N", "C", "S", "N", "N", "H", "H", "H", "H", "H", "H", "F", "C", "F", "F", "S", "O", "O", "O"],
  "xyz": [[8.1507, -10.5745, 7.1880], [6.3813, -8.9211, 9.4607], [6.2241, -10.4095, 9.7969], [6.2784, -11.2236, 8.5498], [4.9353, -11.3312, 7.9148], [4.5901, -10.3396, 6.7411], [6.0110, -9.5265, 5.9102], [6.0346, -7.7870, 6.5947], [7.1859, -7.5711, 7.5843], [7.4650, -8.7175, 8.4300], [6.6305, -8.3373, 10.3484], [5.4783, -8.5095, 9.0476], [5.2913, -10.5194, 10.2992], [7.0271, -10.7532, 10.4524], [6.4500, -12.1761, 8.8474], [4.1405, -11.1460, 8.6696], [4.8553, -12.3480, 7.5202], [3.8985, -9.5307, 7.0435], [4.1377, -10.9144, 5.9049], [5.0877, -7.6110, 7.0951], [6.0173, -7.1240, 5.7180], [6.9193, -6.7115, 8.1530], [8.0925, -7.2796, 7.0665], [8.3095, -8.4512, 8.9404], [10.6522, -16.8640, 3.6534], [10.0410, -15.8562, 4.2049], [10.8105, -14.8756, 4.8197], [12.1163, -14.9325, 4.8077], [10.1762, -13.8222, 5.4665], [10.9838, -12.9359, 6.0547], [8.7613, -13.7811, 5.5629], [7.7666, -12.8305, 6.6397], [8.0308, -14.7968, 4.8958], [6.7287, -14.9061, 4.9533], [8.6635, -15.8141, 4.2018], [7.9865, -16.8180, 3.6790], [12.9982, -8.1030, 11.1489], [12.0985, -9.2797, 10.8864], [12.2941, -10.4557, 11.3429], [11.3254, -11.2139, 10.8069], [10.4866, -10.5708, 10.0372], [9.0835, -11.3713, 9.4822], [10.9173, -9.3029, 10.0442], [10.3150, -8.2538, 9.3546], [13.9329, -8.5431, 11.4565], [12.5604, -7.4603, 11.9265], [13.1705, -7.5049, 10.2335], [11.2505, -12.1706, 11.0487], [10.9014, -8.0207, 8.5361], [10.2539, -7.4548, 9.9734], [10.5382, -11.4668, 3.6466], [11.0474, -10.3035, 4.0124], [10.9145, -9.3836, 3.1136], [12.2622, -10.4700, 4.4793], [10.1296, -9.4953, 5.4898], [10.1614, -10.3394, 6.8028], [10.7281, -8.2290, 5.6948], [8.6210, -9.5309, 5.3396]]
}